Entry 1:
This record from OMol25 describes a cluster of 8 separate species, C24H44FNO16S2 in total at a distorted geometry. The level of theory is ωB97M-V/def2-TZVPD.

Summary:
* multiplicity: 1
* total charge: 0
* HOMO-LUMO gap: 0.31716 hartree
* E: -3095.2615 hartree
* energy relative to the best compared isomer or geometry (same formula, charge and spin): 85.6 kcal per mole
* LUMO level: 0.030 eV
* highest occupied orbital energy: -0.31605 Ha

Cartesian coordinates (Å):
N -0.23255 -0.12333 1.06673
H 0.33977 -0.03891 1.88080
H -0.04791 -1.08942 0.68190
H 0.10245 0.56591 0.69278
H -1.18505 -0.33166 1.36085
F -0.95302 -1.97387 3.04443
C 0.40612 -1.49595 6.54726
C 1.54999 -1.64534 5.44944
C 1.33348 -0.61721 4.28970
O 2.46522 0.21673 4.37428
C 3.29565 -0.23187 5.29770
O 4.46342 0.26539 5.53031
O 2.74159 -1.13371 6.01429
H 0.68517 -2.25720 7.23390
H -0.61132 -1.69742 5.98063
H 0.42163 -0.59546 7.07153
H 1.53585 -2.56454 5.17811
H 0.44968 -0.00066 4.17896
H 1.50981 -1.17453 3.41863
C -1.01396 -4.70868 -0.69405
C 0.41939 -4.42342 -0.34502
C 0.89620 -4.26031 1.11528
O 1.47190 -5.42982 1.49136
C 1.65284 -6.28435 0.56252
O 2.37461 -7.30085 0.49970
O 1.12556 -5.68252 -0.46716
H -1.24290 -4.66454 -1.85978
H -1.64947 -3.98006 -0.51106
H -1.54360 -5.53703 -0.20312
H 0.71029 -3.81154 -0.95567
H 0.04456 -3.85994 1.82426
H 1.71376 -3.42361 1.29191
C 2.82665 2.90198 -2.88456
C 3.08343 1.40159 -3.08340
C 4.40147 0.78635 -2.84152
O 4.24784 -0.20360 -1.81198
C 3.01567 -0.31170 -1.38796
O 2.53452 -0.98270 -0.54882
O 2.28136 0.66641 -2.07472
H 2.93386 3.29154 -1.75851
H 1.71981 3.28376 -2.98899
H 3.31700 3.41648 -3.35753
H 2.59981 1.03046 -4.11050
H 5.20377 1.55457 -2.54339
H 4.77014 0.30394 -3.79047
C 0.10871 6.85533 2.41478
C -0.01951 5.37198 2.37447
C -1.45720 4.80880 2.54436
O -1.42830 3.65958 1.87437
C -0.36408 3.70023 1.01770
O -0.16858 2.86164 0.12013
O 0.37341 4.78896 1.19833
H 1.12173 7.13303 2.37299
H -0.36969 7.13391 3.23674
H -0.15379 7.37102 1.66144
H 0.60534 4.99656 3.18889
H -2.11245 5.60389 2.34963
H -1.48161 4.67029 3.60737
C -5.17549 0.88013 0.31224
C -4.99371 2.46055 0.10105
C -3.90165 2.81700 -0.88922
S -3.31318 1.28101 -1.41894
O -2.21024 1.02732 -0.43603
O -3.13835 1.44040 -2.80499
C -4.59855 0.18744 -1.03061
H -6.26860 0.71456 0.31099
H -4.59179 0.76546 1.22437
H -4.74834 3.02560 0.95228
H -5.97846 2.82251 -0.26165
H -3.01869 3.37012 -0.50163
H -4.43511 3.40261 -1.87743
H -4.16040 -0.74213 -0.70038
H -5.16720 -0.09115 -1.89712
C 0.87688 -2.86639 -5.21607
C 0.92372 -1.40045 -5.46272
C -0.19516 -0.82794 -4.63541
S -0.41185 -1.76992 -3.22429
O -1.73847 -2.35250 -3.10841
O 0.19693 -1.19345 -2.09446
C 0.57230 -3.11856 -3.71550
H 1.76807 -3.19422 -5.57394
H 0.00816 -3.29621 -5.72040
H 0.81318 -1.19891 -6.57634
H 1.81840 -1.08929 -4.97763
H -1.08081 -0.85039 -5.05610
H -0.12371 0.26531 -4.47794
H 0.06587 -3.95959 -3.75416
H 1.38778 -3.31349 -3.30981

Which charges does Löwdin predict for the atoms? In e, they are: 0.355 0.100 0.160 -0.028 0.122 -0.658 0.004 -0.215 -0.108 0.068 -0.558 0.040 0.122 0.058 0.130 0.051 0.087 0.124 0.089 0.004 -0.225 -0.109 0.095 -0.589 0.097 0.078 0.124 0.013 0.107 0.031 0.144 0.162 0.009 -0.280 -0.100 0.093 -0.571 0.159 0.004 0.150 0.137 -0.089 0.172 0.164 0.146 0.017 -0.321 -0.151 0.100 -0.471 0.107 0.135 0.096 0.062 0.029 0.163 0.125 0.138 -0.128 -0.228 -0.262 0.635 -0.342 -0.308 -0.201 0.111 0.110 0.082 0.112 0.098 0.181 0.099 0.103 -0.179 -0.196 -0.241 0.658 -0.300 -0.280 -0.181 0.089 0.133 0.156 0.097 0.053 0.139 0.058 0.038

---

Entry 2:
This record from OMol25 describes a structure of composition C24H44GdO3P2S at a distorted geometry. The level of theory is ωB97M-V/def2-TZVPD.

Summary:
* multiplicity: 8
* total charge: +1
* HOMO-LUMO gap (spin up / spin down): 0.20539 / 0.21745 hartree
* expectation value of S²: 15.816
* E: -3012.7007 hartree
* energy relative to the best compared isomer or geometry (same formula, charge and spin): 163.5 kcal per mole
* LUMO level (spin up / spin down): -2.517 / -3.672 eV
* highest occupied orbital energy (spin up / spin down): -0.29788 / -0.35240 Ha

Cartesian coordinates (Å):
Gd 2.44301 -0.53950 -0.10757
C -0.58488 -1.01424 2.55991
C -0.39835 -2.24030 1.86515
C 1.51070 -1.80683 3.07080
C 0.57443 -0.77889 3.34294
C 0.93450 -2.68122 2.10777
C -1.78838 -0.15390 2.52183
H -1.60959 0.80521 2.01041
H -2.10386 0.08366 3.54962
H -2.62226 -0.65363 2.01296
C 0.72956 0.31040 4.32471
H -0.24486 0.58075 4.75161
H 1.16267 1.21359 3.87273
H 1.38180 -0.00209 5.14910
C 2.81522 -2.01058 3.73792
H 3.06549 -3.07907 3.75886
H 2.77106 -1.65055 4.77418
H 3.63763 -1.48167 3.23338
C 1.60177 -3.86920 1.53022
H 2.13819 -4.43319 2.31093
H 2.33830 -3.61357 0.74552
H 0.85981 -4.53404 1.07009
C -1.46872 -2.98280 1.17633
H -1.25256 -4.05622 1.20443
H -1.60311 -2.68394 0.13114
H -2.41602 -2.81081 1.70076
C -3.71135 2.34857 0.11585
C -4.41617 1.54093 -0.69687
C -4.20929 1.25553 -2.17088
C -2.90927 1.68241 -2.91580
C -1.74702 0.75110 -2.52545
C -1.61033 0.70011 -1.03037
C -1.23760 2.05871 -0.41825
C -2.41184 3.04062 -0.24593
H -5.06028 1.68742 -2.72052
H -2.69742 2.74417 -2.74326
H -4.32412 0.16873 -2.29004
H -2.48939 3.68155 -1.13382
H -4.05772 2.57051 1.12484
H -5.30614 1.04713 -0.27786
H -2.11901 3.73391 0.55099
H -0.74124 1.90948 0.55966
H -2.42747 0.18200 -0.53091
H -0.48456 2.56559 -1.05137
H -3.10061 1.58971 -3.99277
H -2.04803 -0.22472 -2.93094
P -0.00560 0.95861 -3.15487
C 0.11331 2.67185 -3.66474
C 0.09623 -0.05088 -4.63314
P -0.03779 -0.49163 -0.77180
C 1.13004 0.47633 -1.89367
C -0.44621 -1.93092 -1.88234
C 2.91014 -2.39146 -1.45607
H 0.40754 3.34468 -2.84658
H -0.84834 2.98858 -4.09053
H 0.86464 2.69944 -4.46157
H 0.60786 0.56239 -5.38774
H -0.92216 -0.26069 -4.99165
H 0.65275 -0.98403 -4.48277
H 2.20262 -2.68850 -2.22733
H 3.21061 -3.28721 -0.89236
H 3.81787 -1.99734 -1.93586
H 1.56689 1.38020 -1.40021
H 1.95655 -0.15558 -2.32635
H -0.28801 -2.88464 -1.35950
H 0.18954 -1.96148 -2.76934
H -1.48861 -1.87739 -2.21121
C 3.72964 2.08591 3.12119
S 3.69260 1.72855 1.37569
O 4.44732 2.71472 0.65606
O 4.19763 0.29834 1.23743
O 2.22222 1.59188 0.99570
H 4.78582 2.24151 3.37093
H 3.31916 1.26434 3.71928
H 3.15304 3.00358 3.28134

Which charges does Löwdin predict for the atoms? In e, they are: 1.244 -0.221 -0.234 -0.198 -0.201 -0.253 -0.033 0.066 0.092 0.075 -0.028 0.084 0.070 0.084 -0.004 0.087 0.088 0.086 -0.045 0.086 0.037 0.080 -0.025 0.093 0.047 0.093 -0.088 -0.107 -0.159 -0.170 -0.413 -0.383 -0.195 -0.170 0.126 0.095 0.119 0.104 0.110 0.117 0.119 0.103 0.109 0.093 0.120 0.096 0.908 -0.149 -0.143 0.954 -0.559 -0.240 -0.351 0.077 0.071 0.069 0.070 0.082 0.066 -0.054 -0.034 -0.030 0.063 0.048 0.053 0.020 0.053 -0.125 0.458 -0.287 -0.509 -0.521 0.081 0.051 0.080

---

Entry 3:
This record from OMol25 describes a structure of composition C24H44N10O9S2SeV. The level of theory is ωB97M-V/def2-TZVPD.

Summary:
* multiplicity: 4
* total charge: 0
* HOMO-LUMO gap (spin up / spin down): 0.21336 / 0.27802 hartree
* expectation value of S²: 3.767
* E: -6307.4434 hartree
* LUMO level (spin up / spin down): -0.779 / -0.843 eV
* highest occupied orbital energy (spin up / spin down): -0.24200 / -0.30902 Ha

Cartesian coordinates (Å):
V -0.36394 -0.23294 -0.61309
C -6.24015 5.81883 1.81242
C -4.98962 4.96146 1.82340
S -3.77321 5.62485 2.94615
O -4.28333 5.51767 4.28536
O -3.32877 6.89998 2.44030
C -2.39208 4.48606 2.80857
C -1.47009 4.82066 1.64603
N -0.65719 3.65484 1.29824
C -1.03475 2.73891 0.36887
N -0.22231 1.68656 0.37102
C 0.72402 1.91899 1.32317
C 0.45797 3.11920 1.91359
N 1.18124 3.75126 2.97319
O 2.15765 3.17100 3.38711
O 0.74311 4.79697 3.42484
C -2.18453 2.94250 -0.55196
H -6.95299 5.38698 1.11190
H -6.01420 6.83838 1.50363
H -6.69648 5.84074 2.80000
H -4.52138 4.92995 0.83733
H -5.21418 3.94361 2.13458
H -2.81335 3.48608 2.68547
H -1.86912 4.51933 3.76323
H -0.83448 5.66730 1.87329
H -2.04793 5.06459 0.75549
H 1.52333 1.22332 1.51686
H -2.11056 3.90563 -1.05934
H -3.13820 2.90488 -0.02255
H -2.15261 2.16255 -1.31014
N -7.43893 0.17799 0.18082
C -6.41476 0.77500 0.84074
O -6.59067 1.67006 1.64672
C -5.03488 0.30459 0.50757
C -4.68076 -0.29252 -0.69387
C -3.35036 -0.59095 -0.93328
N -2.35789 -0.31341 -0.07796
C -2.72397 0.17010 1.12499
C -4.02084 0.51078 1.43763
H -8.37068 0.43499 0.46156
H -7.30960 -0.70293 -0.28375
H -5.40570 -0.49812 -1.46918
H -3.04592 -1.05713 -1.86298
H -1.92055 0.28768 1.84077
H -4.25783 0.93261 2.40495
O 0.08247 -2.03863 -1.55891
Se 1.68820 -1.60019 -1.84540
O 1.97090 -1.50861 -3.42796
O 1.61723 -0.06743 -1.14233
O 2.69576 -2.57009 -1.03083
C 1.28287 -6.02413 1.55936
C 1.18620 -4.99186 0.44524
N 1.20631 -3.62631 0.93554
C 0.14529 -2.96794 1.36879
S 0.29127 -1.28287 1.69521
N -0.99218 -3.64746 1.57276
C -2.23623 -3.12106 2.09659
C -2.79841 -4.02696 3.17783
H 1.29820 -7.03123 1.14386
H 0.44692 -5.96146 2.25794
H 2.19704 -5.87479 2.13226
H 0.29927 -5.15088 -0.18183
H 2.04077 -5.07576 -0.22577
H 1.95959 -3.04246 0.55996
H -0.99497 -4.62460 1.32130
H -2.95233 -3.00085 1.27623
H -2.01707 -2.12933 2.48575
H -2.97267 -5.03715 2.80291
H -3.75175 -3.64236 3.53799
H -2.11282 -4.09044 4.02145
C 0.93504 2.70071 -2.48381
N 0.88064 1.74919 -3.57032
C 2.16869 1.49201 -4.20260
C -0.13155 0.84595 -3.62720
N -0.89645 0.61363 -2.57940
N -0.36925 0.25344 -4.83215
C -0.95080 -1.07416 -4.92782
C 0.02083 0.84841 -6.08751
H 1.47536 3.58470 -2.82846
H 1.44805 2.27892 -1.61592
H -0.07537 2.99452 -2.20581
H 2.93910 1.52423 -3.43023
H 2.39497 2.24185 -4.96594
H 2.19002 0.49157 -4.61890
H -1.72118 0.12159 -2.90660
H -1.95885 -1.03383 -5.35634
H -0.96651 -1.54852 -3.95106
H -0.31962 -1.69189 -5.56774
H 0.23160 1.90687 -5.94879
H -0.80673 0.74887 -6.79657
H 0.90070 0.36337 -6.52075

Which charges does Löwdin predict for the atoms? In e, they are: 0.537 -0.107 -0.308 0.645 -0.300 -0.303 -0.196 -0.135 0.063 -0.308 0.026 -0.030 -0.117 -0.335 0.116 0.082 0.005 0.080 0.081 0.082 0.095 0.086 0.104 0.109 0.127 0.111 0.111 0.096 0.080 0.058 0.178 -0.497 0.061 -0.135 0.003 -0.105 -0.042 -0.158 0.007 0.116 0.099 0.114 0.116 0.077 0.125 -0.547 0.815 -0.436 -0.539 -0.450 -0.080 -0.230 0.001 -0.730 0.727 0.028 -0.263 -0.078 0.075 0.061 0.080 0.122 0.122 0.078 0.119 0.114 0.063 0.073 0.073 0.079 -0.050 -0.137 -0.055 -0.425 0.068 -0.145 -0.047 -0.061 0.095 0.074 0.068 0.099 0.089 0.068 0.041 0.089 0.069 0.096 0.089 0.090 0.093

---

What is the multiplicity in the third record?
4

---

Which of these has the lowest multiplicity?
C24H44FNO16S2